{
  "formula": "C19H41Br4N2O2P2S",
  "method": "ωB97M-V with the def2-TZVPD basis set",
  "symbols": ["C", "O", "C", "C", "C", "C", "C", "C", "C", "C", "C", "C", "C", "C", "C", "C", "C", "P", "O", "Br", "N", "C", "N", "P", "S", "C", "H", "H", "H", "H", "H", "H", "H", "H", "H", "H", "H", "H", "H", "H", "H", "H", "H", "H", "H", "H", "H", "H", "H", "H", "H", "H", "H", "H", "H", "H", "H", "H", "H", "H", "H", "H", "H", "H", "H", "H", "C", "Br", "Br", "Br", "H"],
  "coordinates": [[5.730621, 2.471189, -0.384403], [6.188306, 1.428983, 0.558446], [6.028471, 0.078270, -0.025138], [4.424088, -0.335220, -0.203058], [4.103382, -1.698591, 0.703874], [2.518893, -1.623339, 1.220418], [1.713379, -3.060087, 0.934203], [0.092866, -2.895544, 1.181599], [-0.806322, -3.030155, -0.208361], [-0.165408, -2.207706, -1.474226], [-1.294903, -1.530735, -2.482180], [-0.947727, 0.034850, -2.865811], [-2.264449, 0.991175, -3.081428], [-2.508113, 2.071383, -1.827972], [-2.778627, 1.165191, -0.488792], [-1.475278, 0.821358, 0.465737], [-2.293624, 0.318050, 1.797770], [-1.384063, 1.116386, 3.275140], [0.184965, 0.285926, 3.314011], [-1.079726, 3.372535, 2.977392], [-3.820095, 0.507862, 1.673506], [-4.524346, 0.881370, 2.994832], [-4.368988, -0.177345, 4.071917], [-4.747710, -0.942909, 1.157732], [-5.729390, -0.723133, -0.507059], [-3.912832, 1.617289, 0.605193], [4.612961, 2.825229, -0.163711], [5.723357, 2.040565, -1.478394], [6.462672, 3.404348, -0.406453], [6.562222, 0.038533, -1.079000], [6.519525, -0.710408, 0.701909], [4.246224, -0.569295, -1.342165], [3.704459, 0.532583, 0.148222], [4.274973, -2.606495, -0.019742], [4.805247, -1.736411, 1.666144], [2.582023, -1.363569, 2.370775], [1.923952, -0.812310, 0.600087], [1.939882, -3.498678, -0.129764], [2.175988, -3.823545, 1.725627], [-0.081483, -1.789014, 1.570632], [-0.210044, -3.712687, 1.985571], [-1.876547, -2.586138, 0.066925], [-0.926181, -4.168232, -0.455875], [0.537584, -1.377913, -1.023416], [0.528569, -2.963275, -2.081770], [-1.260900, -2.165890, -3.492012], [-2.366934, -1.694855, -2.040508], [-0.363028, -0.008195, -3.904051], [-0.205886, 0.547430, -2.100072], [-2.087402, 1.628005, -4.073019], [-3.245733, 0.359986, -3.231043], [-1.518856, 2.705154, -1.774945], [-3.405164, 2.743273, -2.165876], [-2.994583, 0.092141, -0.961570], [-0.884260, 1.831202, 0.480856], [-0.668755, 0.061945, 0.085915], [-2.160296, -0.854350, 1.736742], [0.916472, 0.959451, 3.190520], [-5.684988, 0.964403, 2.760904], [-4.164395, 1.920292, 3.420130], [-3.793617, 0.195862, 4.885824], [-5.293245, -0.457780, 4.488541], [-3.822249, -2.069761, 1.012253], [-5.722452, -1.387383, 2.154490], [-3.540092, 2.544544, 1.239250], [-4.975439, 1.959867, 0.254837], [3.460244, 2.730483, -3.605023], [2.544909, 2.653447, -5.319801], [4.293566, 4.462662, -3.306456], [2.288415, 2.228024, -2.135730], [4.265914, 1.989700, -3.639098]],
  "forces_ev_per_a": [[-0.37, 0.29, -0.86], [-0.62, -0.36, -1.97], [-0.67, -0.17, -0.24], [0.71, -0.56, 0.46], [-0.72, 1.02, -0.43], [0.38, -1.00, -0.89], [0.60, 0.11, 1.23], [0.45, 0.13, -0.48], [0.06, -0.07, 0.79], [0.17, -0.34, 0.19], [0.76, -0.72, -0.42], [0.09, -0.12, -0.78], [0.16, 0.75, -0.30], [0.41, -0.91, -1.05], [0.61, -1.58, -0.88], [-1.23, 1.42, -1.35], [3.00, -1.84, -2.05], [0.86, -1.55, 2.56], [-1.74, 2.74, -1.26], [0.09, -1.08, -0.67], [0.55, 1.30, 0.74], [-1.92, 1.11, 2.62], [-0.08, 1.43, 0.21], [-1.83, -2.90, -2.24], [0.39, 0.18, 0.75], [0.98, 2.26, -0.27], [2.48, -0.73, -0.28], [0.06, 0.76, 1.96], [-1.53, -2.09, 0.43], [-0.95, 0.07, 2.11], [-0.83, 1.91, -1.43], [0.05, 0.49, 2.27], [1.69, -1.65, -0.76], [-0.29, 1.53, 1.75], [-1.44, -0.03, -2.30], [-0.65, -0.51, -2.38], [1.33, -1.32, 1.43], [-0.36, 1.09, 1.99], [-1.16, 1.47, -1.80], [0.35, -2.35, -0.42], [0.25, 1.96, -1.70], [2.02, -0.97, -0.76], [0.07, 2.21, 0.34], [-1.32, -1.50, -1.02], [-1.49, 1.80, 1.31], [-0.26, 1.47, 2.20], [1.94, 0.54, -0.71], [-1.19, 0.20, 2.35], [-1.56, -1.17, -1.45], [-0.50, -1.33, 2.20], [1.95, 1.15, 0.30], [-2.05, -1.06, 0.25], [1.65, -1.20, 1.03], [-0.38, 2.33, 1.27], [-1.17, -1.70, 0.95], [-2.14, 1.00, 0.63], [0.19, 2.33, 0.92], [-0.99, -1.04, 0.08], [2.54, 0.06, 0.12], [-0.48, -1.99, -1.42], [-0.78, -0.63, -1.65], [1.22, 0.49, -0.87], [-0.27, 1.28, 0.75], [1.42, 0.75, -0.21], [-0.38, -1.66, -1.47], [1.94, -1.51, 0.55], [0.28, -0.01, -0.18], [0.19, 0.04, 0.51], [-0.30, -0.48, -0.05], [0.14, 0.15, -0.31], [-0.38, 0.31, 0.05]],
  "mulliken_charge": [-0.26, -0.41, -0.63, 0.11, -0.65, 0.17, -0.96, 0.30, -0.21, 0.17, -0.61, 0.17, -0.84, -0.55, 0.98, 0.48, -0.45, 0.15, -0.47, -0.19, 0.62, -0.72, -0.45, 0.32, -0.29, -1.06, 0.13, 0.08, 0.25, 0.28, 0.36, 0.19, 0.03, 0.24, 0.36, 0.24, -0.22, 0.26, 0.36, -0.45, 0.40, -0.43, 0.44, -0.44, 0.42, 0.38, 0.25, 0.49, -0.50, 0.34, 0.32, 0.24, 0.32, -0.51, 0.33, -0.65, -0.02, 0.35, 0.46, 0.39, 0.29, 0.28, 0.07, 0.19, 0.39, 0.38, -0.42, -0.05, 0.00, 0.10, 0.38],
  "total_charge": 1,
  "e_homo_ev": -11.28,
  "e_tot_ha": -12384.9005,
  "gap_ha": 0.2960
}